{
  "formula": "C4H14N3O",
  "method": "ωB97M-V with the def2-TZVPD basis set",
  "symbols": ["C", "C", "C", "N", "C", "N", "N", "H", "H", "H", "H", "H", "H", "H", "H", "H", "H", "H", "H", "H", "H", "O"],
  "coordinates": [[-1.988, 1.214, 0.975], [-1.656, 1.029, -0.508], [-1.097, -0.319, -0.715], [0.447, -0.185, -0.531], [1.246, -1.192, -0.790], [0.817, -2.375, -1.454], [2.618, -1.031, -0.545], [-2.947, 0.585, 1.162], [-2.235, 2.314, 1.140], [-1.086, 0.991, 1.723], [-2.370, 1.359, -1.128], [-0.739, 1.853, -0.764], [-1.481, -1.070, -0.011], [-1.194, -0.599, -1.796], [0.724, 0.296, 0.429], [-0.147, -2.650, -1.467], [1.404, -2.796, -1.964], [3.288, -1.715, -0.781], [2.889, -0.092, -0.097], [0.379, 1.551, 2.274], [1.883, 1.663, 2.718], [1.246, 1.170, 2.129]],
  "total_charge": 1,
  "e_lumo_ev": -2.69,
  "de_lowest_kcal_mol": 55.6,
  "homo_lumo_gap_ha": 0.439
}

{
  "formula": "C25H28CoGeN2O7P2S2Se4Te",
  "method": "ωB97M-V with the def2-TZVPD basis set",
  "symbols": ["Co", "S", "C", "C", "C", "C", "C", "C", "N", "C", "C", "C", "C", "C", "C", "C", "C", "N", "C", "C", "C", "C", "C", "S", "C", "H", "H", "H", "H", "H", "H", "H", "H", "H", "H", "H", "H", "Se", "Se", "Te", "Se", "O", "P", "O", "O", "O", "P", "O", "O", "O", "H", "H", "C", "Ge", "C", "C", "C", "Se", "C", "H", "H", "H", "H", "H", "H", "H", "H", "H", "H", "H", "H", "H", "H"],
  "coordinates": [[0.850, 2.050, -0.486], [6.264, 2.718, 1.125], [7.660, 3.133, 2.013], [7.430, 3.144, 3.358], [6.088, 2.818, 3.672], [5.328, 2.567, 2.561], [3.918, 2.177, 2.499], [3.165, 2.452, 1.336], [1.921, 2.076, 1.195], [1.329, 1.382, 2.186], [1.973, 1.074, 3.384], [1.250, 0.317, 4.365], [-0.021, -0.090, 4.137], [-0.691, 0.215, 2.904], [-2.003, -0.175, 2.600], [-2.554, 0.163, 1.385], [-1.755, 0.878, 0.458], [-0.532, 1.261, 0.730], [-0.002, 0.947, 1.937], [-3.932, -0.177, 1.021], [-4.628, 0.225, -0.083], [-5.952, -0.288, -0.117], [-6.245, -1.069, 0.957], [-4.912, -1.194, 2.024], [3.306, 1.491, 3.521], [8.584, 3.343, 1.498], [8.185, 3.383, 4.093], [5.691, 2.794, 4.677], [3.593, 2.972, 0.487], [1.746, 0.070, 5.296], [-0.558, -0.662, 4.885], [-2.575, -0.730, 3.336], [-2.141, 1.152, -0.526], [-4.202, 0.870, -0.846], [-6.651, -0.079, -0.913], [-7.167, -1.584, 1.177], [3.861, 1.222, 4.412], [-0.428, 2.744, -2.453], [-2.619, 2.080, -2.728], [-2.172, 6.105, -0.938], [-0.268, 4.456, -0.738], [2.727, 2.021, -3.828], [3.426, 2.034, -2.371], [4.779, 2.621, -2.457], [2.430, 2.651, -1.414], [3.511, 0.447, -2.058], [2.974, -0.341, -0.737], [3.089, -1.864, -1.256], [3.881, -0.140, 0.414], [1.503, -0.017, -0.609], [3.417, 2.108, -4.492], [2.370, -2.026, -1.889], [-3.848, -1.440, -3.518], [-3.169, -3.124, -2.807], [-3.707, -3.335, -0.934], [-3.968, -4.637, -3.798], [-1.227, -3.197, -3.080], [-0.239, -1.770, -2.177], [-0.133, -2.600, -0.423], [-4.923, -1.359, -3.347], [-3.662, -1.375, -4.591], [-3.348, -0.592, -3.043], [-4.798, -3.353, -0.875], [-3.356, -2.500, -0.328], [-3.323, -4.266, -0.512], [-5.058, -4.606, -3.731], [-3.627, -5.591, -3.389], [-3.689, -4.599, -4.852], [-1.056, -3.025, -4.146], [-0.799, -4.174, -2.846], [-1.084, -3.063, -0.170], [0.102, -1.794, 0.267], [0.673, -3.331, -0.402]],
  "total_charge": -2,
  "e_lumo_ev": [3.43, 3.43],
  "spin_multiplicity": 2,
  "homo_lumo_gap_ha": [0.156, 0.157]
}

{
  "formula": "C26H37N3O2",
  "method": "ωB97M-V with the def2-TZVPD basis set",
  "symbols": ["C", "C", "C", "C", "C", "C", "N", "C", "C", "C", "O", "C", "C", "C", "C", "C", "C", "O", "N", "C", "C", "C", "N", "C", "C", "C", "C", "C", "C", "C", "C", "H", "H", "H", "H", "H", "H", "H", "H", "H", "H", "H", "H", "H", "H", "H", "H", "H", "H", "H", "H", "H", "H", "H", "H", "H", "H", "H", "H", "H", "H", "H", "H", "H", "H", "H", "H", "H"],
  "coordinates": [[5.929, 1.454, -5.342], [5.601, 0.982, -3.959], [5.291, -0.352, -3.726], [4.989, -0.808, -2.458], [4.983, 0.073, -1.385], [4.656, -0.429, -0.004], [3.462, -1.256, -0.016], [2.283, -0.487, -0.366], [1.087, -1.413, -0.558], [0.826, -2.187, 0.735], [-0.197, -3.159, 0.581], [-1.498, -2.779, 0.526], [-2.413, -3.805, 0.270], [-3.763, -3.537, 0.191], [-4.237, -2.249, 0.384], [-3.338, -1.228, 0.659], [-3.782, 0.196, 0.778], [-3.330, 1.055, 0.039], [-4.719, 0.480, 1.715], [-5.156, -0.424, 2.748], [-5.208, 1.841, 1.797], [-4.307, 2.714, 2.699], [-4.664, 4.110, 2.804], [-5.935, 4.350, 3.449], [-4.544, 4.845, 1.563], [-1.974, -1.487, 0.716], [2.101, -2.934, 1.117], [3.263, -1.953, 1.238], [5.286, 1.405, -1.615], [5.599, 1.874, -2.883], [5.923, 3.322, -3.092], [6.929, 1.886, -5.375], [5.885, 0.630, -6.050], [5.226, 2.223, -5.663], [5.291, -1.045, -4.555], [4.744, -1.844, -2.288], [5.485, -1.053, 0.350], [4.557, 0.424, 0.693], [2.047, 0.263, 0.414], [2.487, 0.046, -1.297], [0.211, -0.833, -0.851], [1.307, -2.129, -1.351], [0.561, -1.492, 1.546], [-2.031, -4.803, 0.124], [-4.455, -4.337, -0.025], [-5.293, -2.037, 0.303], [-4.548, -1.326, 2.745], [-5.063, 0.057, 3.724], [-6.204, -0.702, 2.600], [-5.200, 2.252, 0.785], [-6.232, 1.817, 2.177], [-4.299, 2.301, 3.713], [-3.290, 2.661, 2.301], [-6.803, 4.080, 2.828], [-5.981, 3.786, 4.380], [-6.008, 5.412, 3.686], [-3.599, 4.592, 1.086], [-5.361, 4.641, 0.854], [-4.549, 5.911, 1.790], [-1.312, -0.657, 0.904], [1.956, -3.465, 2.059], [2.320, -3.665, 0.338], [3.063, -1.248, 2.068], [4.178, -2.503, 1.477], [5.281, 2.100, -0.785], [5.874, 3.867, -2.154], [5.223, 3.775, -3.794], [6.925, 3.435, -3.506]],
  "total_charge": 0,
  "e_lumo_ev": 0.78,
  "de_lowest_kcal_mol": 44.8,
  "homo_lumo_gap_ha": 0.329,
  "smiles": "Cc1ccc(CN2CCC(Oc3cccc(C(=O)N(C)CCN(C)C)c3)CC2)cc1C"
}

{
  "formula": "C27H26N2Na",
  "method": "ωB97M-V with the def2-TZVPD basis set",
  "symbols": ["C", "N", "C", "C", "C", "C", "C", "C", "C", "C", "C", "C", "C", "C", "C", "N", "C", "C", "C", "C", "H", "H", "H", "H", "H", "H", "H", "H", "H", "H", "H", "H", "H", "H", "H", "H", "H", "H", "H", "C", "Na", "C", "C", "C", "C", "C", "C", "C", "C", "H", "H", "H", "H", "H", "H", "H"],
  "coordinates": [[1.460, 3.993, 4.390], [0.395, 4.052, 3.412], [-0.608, 5.062, 3.681], [0.288, 3.143, 2.358], [-0.681, 2.113, 2.389], [-0.805, 1.237, 1.327], [-0.019, 1.374, 0.155], [-0.266, 0.580, -1.014], [-1.525, 0.101, -1.381], [-1.792, -0.831, -2.481], [-0.979, -1.464, -3.413], [-1.587, -2.282, -4.381], [-2.981, -2.460, -4.421], [-3.810, -1.828, -3.479], [-3.188, -1.033, -2.528], [-3.769, -0.251, -1.520], [-5.191, -0.150, -1.263], [-2.803, 0.420, -0.842], [1.009, 2.362, 0.171], [1.152, 3.231, 1.235], [2.136, 3.164, 4.157], [2.028, 4.935, 4.400], [1.045, 3.844, 5.399], [-1.371, 5.054, 2.895], [-1.088, 4.892, 4.656], [-0.138, 6.057, 3.711], [-1.316, 2.021, 3.273], [-1.537, 0.433, 1.384], [0.544, 0.449, -1.741], [0.100, -1.306, -3.376], [-0.966, -2.788, -5.120], [-3.423, -3.091, -5.193], [-4.892, -1.942, -3.483], [-5.719, -0.781, -1.979], [-5.428, -0.484, -0.246], [-5.534, 0.886, -1.372], [-3.041, 1.116, -0.039], [1.649, 2.464, -0.707], [1.897, 4.029, 1.215], [2.245, -4.249, -1.139], [3.232, -1.188, -1.589], [0.967, -3.644, -1.121], [0.993, -2.576, -0.202], [2.306, -2.502, 0.372], [3.093, -3.554, -0.224], [4.471, -3.615, 0.039], [5.073, -2.560, 0.707], [4.316, -1.486, 1.213], [2.932, -1.461, 1.088], [2.570, -5.114, -1.711], [0.102, -3.971, -1.692], [0.159, -1.973, 0.151], [5.023, -4.510, -0.263], [6.148, -2.572, 0.888], [4.818, -0.686, 1.762], [2.305, -0.658, 1.491]],
  "total_charge": 1,
  "e_lumo_ev": -4.91,
  "de_lowest_kcal_mol": 0.0,
  "homo_lumo_gap_ha": 0.133
}

{
  "formula": "C19H23F3NO3P",
  "method": "ωB97M-V with the def2-TZVPD basis set",
  "symbols": ["C", "C", "O", "P", "O", "O", "C", "C", "C", "N", "C", "C", "C", "C", "C", "C", "F", "F", "F", "C", "C", "C", "C", "C", "C", "C", "C", "H", "H", "H", "H", "H", "H", "H", "H", "H", "H", "H", "H", "H", "H", "H", "H", "H", "H", "H", "H", "H", "H", "H"],
  "coordinates": [[2.932, 2.278, -1.179], [1.438, 2.385, -0.923], [1.142, 1.900, 0.383], [-0.088, 0.910, 0.668], [-0.290, 0.734, 2.103], [-1.346, 1.543, -0.126], [-2.293, 2.299, 0.622], [-1.787, 3.704, 0.896], [0.170, -0.682, -0.283], [-0.526, -1.717, 0.446], [-1.889, -1.644, 0.648], [-2.444, -2.201, 1.805], [-3.806, -2.204, 2.014], [-4.665, -1.651, 1.077], [-4.121, -1.114, -0.081], [-5.018, -0.482, -1.103], [-6.265, -0.976, -1.096], [-5.149, 0.850, -0.909], [-4.565, -0.621, -2.361], [-2.754, -1.106, -0.306], [1.633, -0.990, -0.355], [2.240, -1.352, -1.549], [3.597, -1.625, -1.590], [4.375, -1.545, -0.443], [5.840, -1.851, -0.478], [3.760, -1.183, 0.751], [2.407, -0.909, 0.798], [3.169, 2.709, -2.148], [3.475, 2.816, -0.407], [3.248, 1.238, -1.163], [1.122, 3.433, -0.966], [0.872, 1.823, -1.671], [-2.489, 1.782, 1.567], [-3.204, 2.312, 0.018], [-0.874, 3.646, 1.487], [-1.574, 4.218, -0.039], [-2.536, 4.265, 1.448], [-0.253, -0.598, -1.286], [-0.027, -1.971, 1.291], [-1.784, -2.623, 2.549], [-4.208, -2.631, 2.919], [-5.731, -1.640, 1.236], [-2.379, -0.685, -1.223], [1.652, -1.417, -2.453], [4.055, -1.903, -2.528], [6.213, -1.861, -1.498], [6.400, -1.116, 0.097], [6.026, -2.830, -0.036], [4.351, -1.109, 1.652], [1.943, -0.608, 1.726]],
  "total_charge": 0,
  "e_lumo_ev": 0.74,
  "homo_lumo_gap_ha": 0.329,
  "smiles": "CCOP(=O)(OCC)[C@H](Nc1cccc(C(F)(F)F)c1)c1ccc(C)cc1"
}